Formula: C7H10F8N2O3S
Source: the OMol25 dataset
Level of theory: ωB97M-V with the def2-TZVPD basis set

Last columns: bonded neighbours and bond lengths (Å).
Geometry (Å):
1 F 1.992 3.559 0.822  C2 1.349
2 C 2.593 3.826 -0.356  F1 1.349, F3 1.361, C4 1.525, H15 1.094
3 F 2.330 5.133 -0.629  C2 1.361
4 C 2.093 2.933 -1.487  C2 1.525, F5 1.360, F6 1.371, C7 1.537
5 F 0.780 3.163 -1.760  C4 1.360
6 F 2.771 3.274 -2.628  C4 1.371
7 C 2.303 1.427 -1.267  C4 1.537, O8 1.431, H16 1.098, H17 1.096
8 O 1.189 0.698 -0.742  C7 1.431, C9 1.426
9 C 1.035 0.756 0.674  O8 1.426, F10 1.355, F11 1.361, C12 1.536
10 F 2.165 1.264 1.222  C9 1.355
11 F 0.968 -0.537 1.094  C9 1.361
12 C -0.233 1.505 1.109  C9 1.536, F13 1.357, F14 1.359, H18 1.092
13 F -0.273 2.765 0.605  C12 1.357
14 F -0.291 1.627 2.462  C12 1.359
15 H 3.675 3.730 -0.224  C2 1.094
16 H 2.465 0.991 -2.262  C7 1.098
17 H 3.229 1.208 -0.722  C7 1.096
18 H -1.129 0.981 0.772  C12 1.092
19 N -1.664 -1.405 0.630  C20 1.514, H26 1.049, H27 1.049
20 C -2.855 -2.270 0.985  N19 1.514, N21 1.513, H28 1.194, H29 1.173
21 N -3.128 -3.407 0.026  C20 1.513, S22 1.746, C23 1.513
22 S -3.477 -2.865 -1.597  N21 1.746, H30 1.427
23 C -2.056 -4.474 0.075  N21 1.513, O24 1.361, O25 1.486
24 O -2.180 -5.498 -0.812  C23 1.361
25 O -0.925 -4.520 1.039  C23 1.486, H31 1.022
26 H -0.939 -1.388 1.387  N19 1.049
27 H -1.191 -1.710 -0.256  N19 1.049
28 H -2.610 -2.778 2.037  C20 1.194
29 H -3.820 -1.627 1.163  C20 1.173
30 H -2.747 -1.669 -1.868  S22 1.427
31 H -0.070 -4.692 0.507  O25 1.022

Computed properties:
Multiplicity: 1
LUMO: -0.04 eV
ΔE to the lowest compared entry with this formula, charge and spin: 2.814 eV
SMILES: FC(F)C(F)(F)COC(F)(F)C(F)F.NCN(S)C(=O)O
HOMO-LUMO gap: 0.354 hartree
HOMO energy: -9.69 eV